[1]
This record from OMol25 describes a molecular structure, C24H17N4Zr. The level of theory is ωB97M-V/def2-TZVPD.

Geometry (Å):
Zr (-0.21, 0.15, 0.15)
C (-1.52, -3.99, -0.74)
C (-1.60, -2.65, -0.37)
N (-0.73, -1.74, -0.78)
C (0.32, -2.12, -1.59)
C (0.43, -3.45, -2.05)
C (-0.51, -4.39, -1.58)
C (1.47, -3.79, -2.93)
C (2.37, -2.83, -3.31)
C (2.29, -1.51, -2.84)
C (1.27, -1.11, -1.99)
N (1.02, 0.15, -1.49)
C (1.29, 1.41, -2.01)
C (2.32, 1.78, -2.85)
C (2.41, 3.09, -3.37)
C (1.47, 4.04, -3.07)
C (0.42, 3.72, -2.20)
C (-0.60, 4.64, -1.86)
C (-1.59, 4.28, -0.98)
C (-1.55, 3.01, -0.41)
N (-0.63, 2.11, -0.71)
C (0.35, 2.43, -1.62)
H (-2.25, -4.70, -0.37)
H (-2.40, -2.31, 0.27)
H (-0.43, -5.42, -1.90)
H (1.55, -4.81, -3.30)
H (3.18, -3.09, -3.99)
H (3.05, -0.82, -3.13)
H (3.08, 1.07, -3.14)
H (3.23, 3.33, -4.02)
H (1.54, 5.04, -3.50)
H (-0.59, 5.63, -2.31)
H (-2.38, 4.97, -0.72)
H (-2.28, 2.73, 0.33)
N (0.83, -0.55, 1.59)
C (0.93, 0.61, 2.29)
C (0.50, 0.73, 3.64)
C (0.50, 1.96, 4.26)
C (0.91, 3.12, 3.59)
C (1.36, 3.02, 2.29)
C (1.39, 1.79, 1.64)
H (0.20, -0.17, 4.16)
H (0.19, 2.04, 5.30)
H (0.92, 4.07, 4.10)
H (1.74, 3.91, 1.79)
H (1.93, 1.68, 0.70)

Values from the calculation:
Total energy (eV): -32400.333
Net charge: +1
HOMO energy (eV): -10.15
M (g mol⁻¹): 452.652
HOMO-LUMO gap (eV): 6.573
Energy relative to the best compared isomer or geometry (same formula, charge and spin) (kcal per mole): 3.8

Löwdin population analysis, charges in e, atoms 1 to 2:
1. Zr 1.71
2. C -0.02

***

[2]
This record from OMol25 describes a molecular structure, C24H26CoF6N4SSb3. The level of theory is ωB97M-V/def2-TZVPD.

Geometry (Å):
Co (0.78, -0.26, -0.12)
S (5.63, 0.04, -5.52)
N (5.79, 0.48, -3.99)
C (4.63, 0.23, -3.45)
C (4.28, 0.49, -2.06)
C (5.16, 0.98, -1.08)
C (4.69, 1.19, 0.20)
C (3.36, 0.92, 0.49)
N (2.53, 0.44, -0.44)
C (2.99, 0.21, -1.68)
C (2.04, -0.40, -2.57)
N (0.85, -0.71, -2.01)
C (-0.07, -1.33, -2.74)
C (0.15, -1.64, -4.08)
C (1.36, -1.31, -4.66)
C (2.34, -0.68, -3.89)
C (3.67, -0.33, -4.35)
N (4.11, -0.49, -5.57)
H (6.19, 1.17, -1.35)
H (5.34, 1.56, 0.98)
H (2.96, 1.08, 1.48)
H (-0.99, -1.61, -2.24)
H (-0.63, -2.14, -4.64)
H (1.57, -1.54, -5.70)
C (-3.68, -0.63, -0.84)
Sb (-2.97, -1.32, 1.05)
C (-4.06, -3.10, 1.32)
C (-3.63, 0.11, 2.66)
C (-4.24, 1.09, 1.90)
C (-5.64, 0.92, 1.54)
C (-6.28, 1.86, 0.83)
C (-5.55, 3.04, 0.42)
C (-4.22, 3.23, 0.73)
C (-3.51, 2.29, 1.46)
C (-2.14, 2.53, 1.86)
Sb (-0.55, 2.27, 0.29)
C (0.80, 3.50, 1.36)
C (-1.22, 3.70, -1.12)
H (-4.76, -0.48, -0.73)
H (-3.49, -1.42, -1.57)
H (-3.17, 0.29, -1.12)
H (-5.12, -2.84, 1.33)
H (-3.75, -3.55, 2.26)
H (-3.86, -3.78, 0.49)
H (-2.75, 0.34, 3.25)
H (-4.33, -0.57, 3.18)
H (-6.19, 0.05, 1.90)
H (-7.33, 1.75, 0.59)
H (-6.08, 3.81, -0.14)
H (-3.72, 4.15, 0.43)
H (-1.77, 1.91, 2.68)
H (-1.94, 3.59, 2.05)
H (0.32, 4.46, 1.58)
H (1.68, 3.68, 0.73)
H (1.10, 3.02, 2.29)
H (-1.24, 4.69, -0.66)
H (-2.21, 3.44, -1.51)
H (-0.50, 3.70, -1.95)
F (-0.33, -0.37, 1.83)
Sb (0.15, -2.22, 2.15)
F (-0.39, -2.05, 0.26)
F (0.46, -4.00, 1.94)
F (-1.64, -2.46, 2.61)
F (0.67, -1.68, 3.82)
F (1.76, -1.58, 1.41)

Values from the calculation:
<S²>: 0.7622
Total energy (eV): -115625.156
2S+1: 2
Net charge: +3
HOMO energy (spin up / spin down) (eV): -16.42 / -16.43
M (g mol⁻¹): 940.768
HOMO-LUMO gap (spin up / spin down) (eV): 4.725 / 4.704
Energy relative to the best compared isomer or geometry (same formula, charge and spin) (kcal per mole): 48.3

natural (NBO) population analysis, charges in e, atoms 1 to 2:
1. Co 1.20
2. S 1.06

***

[3]
This record from OMol25 describes C5H12O2 in the gas phase. The level of theory is ωB97M-V/def2-TZVPD.

Geometry (Å):
C (2.07, 0.96, 0.89)
C (0.99, -0.03, 1.32)
C (0.19, -0.68, 0.18)
O (-0.63, -1.72, 0.65)
C (-0.85, 0.26, -0.51)
C (-1.09, -0.21, -1.95)
O (-2.06, 0.23, 0.35)
H (2.86, 0.48, 0.29)
H (1.66, 1.78, 0.29)
H (2.56, 1.41, 1.76)
H (1.45, -0.85, 1.89)
H (0.27, 0.46, 1.99)
H (0.92, -1.08, -0.55)
H (-1.43, -1.20, 0.88)
H (-0.59, 1.31, -0.47)
H (-0.99, -1.30, -2.04)
H (-2.10, 0.08, -2.27)
H (-0.38, 0.25, -2.65)
H (-2.85, -0.16, -0.06)

Values from the calculation:
Total energy (eV): -9474.136
Net charge: 0
HOMO energy (eV): -9.79
M (g mol⁻¹): 104.149
HOMO-LUMO gap (eV): 10.638
Energy relative to the best compared isomer or geometry (same formula, charge and spin) (kcal per mole): 23.0
SMILES: CC[C@@H](O)[C@@H](C)O

natural (NBO) population analysis, charges in e, atoms 1 to 2:
1. C -0.61
2. C -0.42

***

[4]
This record from OMol25 describes 2 unconnected molecules or ions with the total composition C4H11N3O2. The level of theory is ωB97M-V/def2-TZVPD.

Geometry (Å):
C (1.20, 2.44, -0.01)
C (0.19, 2.18, -1.08)
O (-1.01, 2.71, -0.81)
O (0.41, 1.51, -2.06)
H (1.22, 1.67, 0.76)
H (0.78, 3.32, 0.50)
H (2.19, 2.65, -0.40)
C (0.67, -2.38, -0.89)
C (-0.38, -1.47, 1.11)
N (0.25, -2.53, 0.49)
N (-0.49, -1.67, 2.52)
N (-1.09, -0.70, 0.42)
H (0.65, -3.28, 1.01)
H (-0.25, -2.36, -1.49)
H (1.00, -3.32, -1.31)
H (0.24, -1.42, 3.16)
H (-1.20, -2.31, 2.81)
H (-1.68, 2.24, -1.34)
H (-1.66, 0.01, 0.85)
H (1.29, -1.51, -1.10)

Values from the calculation:
Total energy (eV): -12891.298
Net charge: 0
HOMO energy (eV): -8.79
M (g mol⁻¹): 133.151
HOMO-LUMO gap (eV): 9.544
Energy relative to the best compared isomer or geometry (same formula, charge and spin) (kcal per mole): 35.3
SMILES: [H]/N=C(\N)NC.CC(=O)O

natural (NBO) population analysis, charges in e, atoms 1 to 2:
1. C -0.73
2. C 0.80

***

[5]
This record from OMol25 describes a molecular structure, C37H40O4S4W. The level of theory is ωB97M-V/def2-TZVPD.

Geometry (Å):
W (-0.46, -0.25, 0.64)
C (-0.93, 4.08, -3.66)
C (-2.06, 4.19, -2.65)
S (-1.74, 3.34, -1.07)
C (-2.93, 1.98, -1.09)
C (-2.67, 0.80, -2.00)
S (-1.18, -0.22, -1.73)
C (0.19, 0.24, -2.85)
C (0.51, 1.70, -3.12)
S (-0.65, 2.41, -4.32)
H (0.01, 4.45, -3.25)
H (-1.16, 4.68, -4.53)
H (-2.99, 3.80, -3.06)
H (-2.22, 5.24, -2.40)
H (-3.91, 2.38, -1.34)
H (-3.01, 1.65, -0.05)
H (-2.56, 1.10, -3.05)
H (-3.47, 0.07, -1.91)
H (-0.06, -0.29, -3.77)
H (1.03, -0.29, -2.40)
H (1.52, 1.73, -3.53)
H (0.49, 2.29, -2.20)
C (-3.48, -6.15, 1.04)
C (-3.12, -4.78, 0.55)
C (-3.86, -4.37, -0.71)
O (-3.37, -3.82, 1.58)
C (-2.28, -2.95, 1.71)
C (-1.34, -3.37, 0.52)
O (-1.71, -4.72, 0.37)
C (0.20, -3.23, 0.73)
O (0.45, -1.77, 0.41)
C (1.11, -3.96, -0.26)
C (0.82, -5.21, -0.81)
C (1.76, -5.84, -1.62)
C (2.98, -5.24, -1.90)
C (3.27, -4.01, -1.34)
C (2.35, -3.38, -0.52)
C (0.66, -3.43, 2.16)
C (0.50, -4.70, 2.71)
C (0.89, -4.94, 4.02)
C (1.46, -3.93, 4.78)
C (1.65, -2.68, 4.22)
C (1.24, -2.42, 2.92)
C (-2.74, -1.45, 1.81)
O (-2.35, -0.72, 0.63)
C (-4.23, -1.29, 2.06)
C (-4.86, -1.97, 3.09)
C (-6.20, -1.76, 3.36)
C (-6.93, -0.86, 2.59)
C (-6.32, -0.18, 1.56)
C (-4.97, -0.39, 1.30)
C (-1.96, -0.79, 2.96)
C (-1.78, -1.36, 4.20)
C (-0.94, -0.75, 5.13)
C (-0.24, 0.43, 4.85)
C (-0.42, 1.03, 3.63)
C (-1.28, 0.43, 2.66)
H (-4.55, -6.19, 1.27)
H (-2.92, -6.39, 1.94)
H (-3.27, -6.89, 0.27)
H (-4.93, -4.40, -0.53)
H (-3.62, -5.05, -1.53)
H (-3.60, -3.35, -1.01)
H (-1.75, -3.20, 2.63)
H (-1.58, -2.81, -0.38)
H (-0.11, -5.70, -0.61)
H (1.52, -6.80, -2.04)
H (3.70, -5.74, -2.53)
H (4.23, -3.54, -1.53)
H (2.62, -2.43, -0.07)
H (0.08, -5.50, 2.11)
H (0.76, -5.93, 4.44)
H (1.78, -4.14, 5.79)
H (2.13, -1.90, 4.79)
H (1.45, -1.45, 2.48)
H (-4.32, -2.71, 3.68)
H (-6.68, -2.31, 4.16)
H (-7.98, -0.70, 2.80)
H (-6.88, 0.51, 0.95)
H (-4.50, 0.15, 0.48)
H (-2.26, -2.29, 4.46)
H (-0.82, -1.22, 6.10)
H (0.40, 0.87, 5.59)
H (0.04, 1.98, 3.40)
H (-1.79, 1.16, 2.01)
S (0.86, 1.36, 0.34)

Values from the calculation:
Total energy (eV): -92360.346
Net charge: +2
HOMO energy (eV): -13.72
M (g mol⁻¹): 860.831
HOMO-LUMO gap (eV): 5.866
Energy relative to the best compared isomer or geometry (same formula, charge and spin) (kcal per mole): 37.3

Löwdin population analysis, charges in e, atoms 1 to 2:
1. W 1.23
2. C -0.52

***

[6]
This record from OMol25 describes 2 unconnected molecules or ions with the total composition C2H7FNPS. The level of theory is ωB97M-V/def2-TZVPD.

Geometry (Å):
C (0.08, 2.66, 0.25)
C (-0.94, -1.43, -0.17)
N (-0.40, 1.76, 0.95)
F (1.47, -0.59, 0.60)
P (0.58, -0.51, -0.72)
S (1.51, -2.15, -1.70)
H (1.66, -2.85, -0.68)
H (0.29, 2.25, -0.71)
H (0.34, 3.67, 0.50)
H (-0.75, -2.20, 0.68)
H (-1.72, -0.76, 0.18)
H (-1.44, -2.03, -0.94)
H (-0.69, 2.19, 1.77)

Values from the calculation:
Total energy (eV): -26518.775
Net charge: 0
HOMO energy (eV): -9.07
M (g mol⁻¹): 127.124
HOMO-LUMO gap (eV): 10.142
Energy relative to the best compared isomer or geometry (same formula, charge and spin) (kcal per mole): 24.5
SMILES: CP(F)S.C=N

natural (NBO) population analysis, charges in e, atoms 1 to 2:
1. C -0.04
2. C -1.01